110
Properties=species:S:1:pos:R:3 method="wB97M-V/def2-TZVPD" s2=0.82 total_charge=-2 orbital_gap_ev="4.68 / 4.68" e_homo_ev="-0.729 / -0.728" spin_multiplicity=2 lumo_ha="0.1451 / 0.1451"
Co 0.239 0.507 -0.392
S -0.526 -2.411 -3.021
S 1.368 2.289 -0.291
P 0.708 -0.178 1.743
P -1.736 1.843 0.008
O -0.076 -3.772 -3.253
O -2.496 -1.476 0.712
O 2.792 2.645 -0.562
O -1.952 -2.253 -2.818
N -1.183 -5.717 2.337
N 0.237 -1.636 -1.875
N 2.098 -0.631 -1.095
N 0.058 -2.089 3.732
N -2.550 -3.581 -0.128
C 2.493 -2.389 -2.654
C -0.455 -0.888 3.043
C -1.463 -3.182 1.987
C 2.208 2.437 4.515
C 1.614 -1.581 -1.908
C 0.848 0.756 -8.024
C -1.303 0.323 5.075
C 0.663 1.748 -1.880
C 2.834 -3.611 1.195
C -3.764 0.377 -3.187
C 0.057 -1.543 6.101
C -1.351 0.051 3.742
C -0.837 -2.287 2.793
C 4.159 -2.256 2.669
C 0.308 3.712 -0.178
C -4.827 2.062 3.445
C -4.496 1.443 -3.681
C -2.938 0.554 -2.083
C -0.602 -0.298 6.139
C 2.523 3.550 3.736
C -3.585 2.858 -1.963
C -3.004 2.020 1.330
C -3.661 2.810 3.518
C 3.983 -3.433 1.960
C -4.406 2.687 -3.065
C -2.753 2.785 2.470
C -0.423 -0.153 -4.565
C 0.436 -2.144 -5.603
C 3.407 -0.435 -0.988
C 0.474 -0.048 -6.808
C 3.192 -1.258 2.626
C 4.335 -1.177 -1.694
C 1.420 1.313 2.531
C 2.045 -1.425 1.860
C -4.169 1.259 1.275
C 1.879 -2.612 1.141
C 0.118 6.098 -0.175
C 1.725 2.418 1.746
C -1.250 5.979 0.046
C -5.076 1.284 2.324
C 3.850 -2.171 -2.536
C 0.317 -2.415 5.087
C -2.835 1.793 -1.465
C -2.201 -2.656 0.819
C -0.115 0.568 -5.705
C -0.152 -1.515 -4.520
C 2.290 3.531 2.372
C -1.830 4.723 0.129
C 1.663 1.320 3.912
C -1.297 -4.578 2.184
C 0.742 -1.410 -6.742
C 0.903 4.963 -0.279
C -1.064 3.563 -0.006
H 0.639 -3.205 -5.548
H -2.016 0.610 3.102
H -2.688 -3.174 -1.048
H -4.349 0.614 0.424
H 1.408 0.464 4.527
H 2.955 4.431 4.201
H -0.843 0.341 -3.700
H 1.973 5.009 -0.443
H -3.525 3.834 -1.503
H 5.052 -2.107 3.266
H 2.110 -3.186 -3.268
H -2.373 -0.285 -1.702
H 2.557 4.395 1.774
H 4.737 -4.210 1.996
H 0.915 0.124 -8.911
H -0.702 0.159 7.116
H 5.393 -0.985 -1.578
H -5.134 1.312 -4.548
H 1.817 1.240 -7.887
H 0.816 -3.362 5.223
H -1.865 6.864 0.158
H 1.203 -1.906 -7.590
H -1.823 3.332 2.562
H -3.804 -0.599 -3.653
H 2.687 -4.521 0.628
H 0.402 -1.915 7.066
H 3.709 0.358 -0.314
H -0.054 2.436 -2.325
H -1.935 1.159 5.379
H 0.116 1.541 -8.218
H -3.438 3.392 4.404
H -0.320 1.632 -5.729
H -2.043 -4.452 -0.125
H 1.387 1.357 -2.589
H 0.573 7.079 -0.249
H 3.342 -0.344 3.186
H -2.889 4.645 0.338
H 1.004 -2.741 0.515
H 2.374 2.441 5.586
H -5.967 0.671 2.272
H 4.536 -2.793 -3.102
H -4.974 3.527 -3.447
H -5.527 2.063 4.273